Here is C28H21Br4CaClN4O8S3Se as an isolated structure from the OMol25 dataset. Energies are from ωB97M-V with the def2-TZVPD basis set.

```
71
C28H21Br4CaClN4O8S3Se | the OMol25 dataset | ωB97M-V with the def2-TZVPD basis set
Ca 0.4384 -1.3701 0.4323
O -3.1638 -1.5585 2.6152
Cl -1.8225 -2.0023 2.3347
O -1.3082 -2.7873 3.4064
O -0.9707 -0.7755 2.1455
O -1.7702 -2.7114 1.0643
O -1.3995 -0.6765 -0.9395
S -2.5956 -0.6288 -1.8181
C -2.1967 0.6203 -3.0838
C -1.1517 1.6280 -2.5982
C 0.2799 1.2258 -2.9561
C 1.3174 2.2089 -2.4199
S 1.7758 1.8376 -0.6862
O 0.9535 0.6273 -0.3185
C 0.8261 3.1590 0.0983
C 1.2307 4.4793 -0.0550
C 0.5483 5.4882 0.6085
C -0.5267 5.1742 1.4326
C -0.8985 3.8486 1.6089
C -0.2124 2.8331 0.9548
C -3.8019 0.3345 -0.9092
C -5.0505 0.5954 -1.4633
C -5.9782 1.3213 -0.7371
C -5.6609 1.7677 0.5433
C -4.4205 1.4835 1.0902
C -3.4788 0.7613 0.3656
H -3.1463 1.0910 -3.3428
H -1.8349 0.0616 -3.9495
H -1.2420 1.7413 -1.5149
H -1.3705 2.6037 -3.0441
H 0.3973 1.1762 -4.0417
H 0.4944 0.2300 -2.5687
H 0.9551 3.2376 -2.4566
H 2.2502 2.1217 -2.9745
H 2.0785 4.7183 -0.6890
H 0.8577 6.5192 0.4864
H -1.0673 5.9628 1.9418
H -1.7207 3.5966 2.2674
H -0.4582 1.7904 1.1133
H -5.2969 0.2293 -2.4546
H -6.9526 1.5307 -1.1614
H -6.3934 2.3218 1.1174
H -4.1803 1.8048 2.0960
H -2.5188 0.4955 0.7900
Br -1.0140 -7.9630 -1.2828
C -0.2562 -6.4556 -0.3988
C 0.2655 -6.5716 0.8651
Br 0.3043 -8.2502 1.7629
C 0.7910 -5.4214 1.4975
Br 1.4995 -5.5018 3.2642
C 0.8135 -4.1715 0.8956
O 1.2364 -3.0974 1.5045
C 0.3580 -4.0636 -0.5015
O 0.4862 -2.9397 -1.1250
C -0.2112 -5.2096 -1.0586
Br -0.9529 -4.9783 -2.8002
Se 3.8679 2.7511 2.8792
N 5.2876 1.6714 2.9691
C 4.8870 0.5149 2.5075
C 5.7170 -0.6588 2.3732
C 5.1398 -1.7585 1.8687
C 3.7320 -1.7576 1.4799
N 2.9443 -0.7409 1.5721
C 3.4998 0.4204 2.0836
N 2.7886 1.5109 2.2097
H 6.7567 -0.6163 2.6695
H 5.6962 -2.6754 1.7296
H 3.2824 -2.6663 1.0948
S 4.0708 0.1724 -1.9859
C 3.7121 0.1571 -3.6311
N 3.4839 0.1833 -4.7731
```

Computed properties:
Charge: -2
HOMO energy in eV: -1.5
Energy in eV: -460698.1685
Kohn-Sham gap in eV: 4.49

Charge distribution, Löwdin scheme, values in e: 1.4020, -0.3374, 0.6906, -0.3005, -0.4951, -0.3489, -0.5943, 1.0325, -0.3024, -0.2256, -0.2270, -0.3126, 0.9110, -0.6971, -0.3775, -0.1010, -0.0995, -0.1014, -0.0681, -0.0646, -0.3618, -0.1001, -0.0980, -0.0951, -0.0628, -0.0570, 0.0757, 0.0914, 0.0945, 0.1159, 0.1201, 0.1071, 0.0831, 0.0406, 0.1127, 0.0951, 0.0932, 0.1015, 0.0974, 0.1066, 0.0950, 0.0945, 0.1077, 0.0822, 0.6122, -0.7727, -0.7742, 0.6103, -0.6365, 0.6813, -0.4569, -0.3258, -0.4741, -0.2573, -0.6364, 0.6750, 1.0648, -0.2467, -0.3964, -0.0166, -0.0189, -0.0856, 0.1172, -0.4366, -0.2212, 0.1087, 0.1062, 0.1091, 0.3802, -1.0037, -0.0281